[1]
The following is a quantum chemistry calculation of a structure of composition C27H34N3O7S3SiV in a non-equilibrium geometry, from the OMol25 dataset.

## Properties
HOMO-LUMO gap (alpha / beta) = 5.915 / 5.791 eV
Energy relative to the best compared isomer or geometry (same formula, charge and spin) = 18.78 kJ/mol
2S+1 = 3
DFT total energy = -113433.1300 eV
F_max = 1.61 eV/Å

Atoms and positions in Å:
V1 -0.86 1.72 -0.80
O1 -1.30 -0.50 -4.27
C1 -0.94 0.18 -3.21
O2 -1.70 0.58 -2.35
C2 0.51 0.50 -3.09
C3 1.52 0.31 -4.01
C4 2.78 0.81 -3.71
C5 2.99 1.47 -2.50
C6 1.93 1.59 -1.62
N1 0.73 1.13 -1.94
C7 1.87 2.25 -0.28
O3 2.94 2.71 0.32
O4 0.77 2.35 0.25
H1 -2.26 -0.63 -4.24
H2 1.32 -0.20 -4.94
H3 3.59 0.70 -4.41
H4 3.97 1.87 -2.27
H5 3.75 2.51 -0.16
S1 -2.56 2.94 0.15
C8 -2.78 4.38 -0.83
C9 -3.79 5.27 -0.50
C10 -4.01 6.42 -1.24
C11 -5.07 7.31 -0.88
N2 -5.93 8.02 -0.59
C12 -3.19 6.69 -2.35
C13 -2.17 5.81 -2.68
C14 -1.95 4.65 -1.93
S2 -0.67 3.56 -2.38
C15 -3.38 7.87 -3.15
N3 -3.52 8.80 -3.81
H6 -4.43 5.06 0.35
H7 -1.54 6.02 -3.53
C16 2.60 -2.53 -1.17
C17 2.67 -1.83 0.18
C18 3.89 -0.92 0.24
C19 2.80 -2.86 1.30
O5 1.51 -0.98 0.33
Si1 0.03 -1.45 0.94
S3 -1.45 0.00 0.69
O6 0.16 -1.90 2.51
C20 0.22 -1.14 3.73
C21 1.01 0.15 3.52
C22 -1.20 -0.84 4.19
C23 0.92 -2.03 4.74
O7 -0.30 -2.84 0.11
C24 -1.24 -3.89 0.38
C25 -0.59 -4.90 1.32
C26 -1.54 -4.52 -0.97
C27 -2.52 -3.34 1.00
H8 3.49 -3.14 -1.34
H9 2.52 -1.80 -1.97
H10 1.72 -3.18 -1.21
H11 4.80 -1.50 0.34
H12 3.81 -0.24 1.09
H13 3.98 -0.33 -0.68
H14 3.69 -3.46 1.14
H15 1.94 -3.53 1.33
H16 2.88 -2.37 2.27
H17 0.50 0.81 2.81
H18 2.01 -0.07 3.14
H19 1.11 0.69 4.47
H20 -1.73 -0.25 3.45
H21 -1.18 -0.28 5.13
H22 -1.74 -1.77 4.37
H23 1.95 -2.24 4.42
H24 0.39 -2.98 4.82
H25 0.95 -1.56 5.72
H26 0.32 -5.31 0.86
H27 -1.27 -5.72 1.52
H28 -0.32 -4.42 2.26
H29 -0.62 -4.86 -1.43
H30 -2.02 -3.80 -1.62
H31 -2.21 -5.38 -0.85
H32 -2.32 -2.90 1.98
H33 -3.25 -4.15 1.13
H34 -2.96 -2.57 0.37


[2]
The following is a quantum chemistry calculation of a cluster of 2 separate species, C27H34N4O2S in total in a non-equilibrium geometry, from the OMol25 dataset.

## Properties
HOMO-LUMO gap = 2.739 eV
Energy relative to the best compared isomer or geometry (same formula, charge and spin) = 0.00 kJ/mol
DFT total energy = -49438.1543 eV
F_max = 1.45 eV/Å

Atoms and positions in Å:
C1 -1.21 7.91 -2.29
N1 -1.23 6.79 -3.24
C2 -0.89 7.13 -4.62
C3 -1.12 5.44 -2.77
C4 -2.27 4.64 -2.60
C5 -2.17 3.36 -2.15
C6 -0.92 2.80 -1.82
C7 -0.78 1.40 -1.57
C8 0.41 0.82 -1.17
C9 0.76 -0.50 -1.38
C10 2.06 -1.03 -1.11
C11 2.46 -2.21 -1.77
C12 3.69 -2.74 -1.56
C13 4.60 -2.15 -0.67
N2 5.86 -2.78 -0.40
C14 7.10 -2.29 -1.01
C15 6.04 -3.57 0.82
C16 4.22 -0.96 -0.03
C17 2.99 -0.41 -0.25
C18 0.22 3.63 -1.92
C19 0.12 4.91 -2.39
H1 -1.31 7.53 -1.28
H2 -0.27 8.45 -2.36
H3 -2.04 8.59 -2.49
H4 -0.78 6.23 -5.21
H5 -1.68 7.74 -5.07
H6 0.05 7.68 -4.66
H7 -3.23 5.07 -2.85
H8 -3.06 2.76 -2.03
H9 -1.61 0.76 -1.84
H10 1.17 1.46 -0.75
H11 0.05 -1.13 -1.89
H12 1.78 -2.66 -2.47
H13 3.99 -3.63 -2.08
H14 6.87 -1.60 -1.82
H15 7.71 -1.77 -0.28
H16 7.67 -3.12 -1.43
H17 5.07 -3.76 1.28
H18 6.50 -4.53 0.59
H19 6.66 -3.04 1.54
H20 4.91 -0.49 0.66
H21 2.72 0.49 0.28
H22 1.18 3.24 -1.67
H23 1.00 5.51 -2.50
C20 -1.82 -5.72 3.81
C21 -1.73 -4.45 4.62
N3 -2.09 -3.28 3.81
C22 -1.03 -2.68 3.08
O1 0.11 -3.13 3.17
C23 -1.35 -1.60 2.24
C24 -2.67 -1.14 2.11
O2 -2.96 -0.22 1.34
N4 -3.67 -1.78 2.88
C25 -5.03 -1.29 2.68
C26 -5.71 -1.99 1.54
C27 -3.39 -2.85 3.69
S1 -4.60 -3.62 4.52
H24 -1.56 -6.60 4.39
H25 -2.82 -5.87 3.41
H26 -1.15 -5.67 2.95
H27 -2.39 -4.48 5.50
H28 -0.72 -4.30 5.00
H29 -0.58 -1.16 1.64
H30 -5.58 -1.40 3.62
H31 -4.96 -0.21 2.50
H32 -6.73 -1.63 1.38
H33 -5.16 -1.84 0.61
H34 -5.76 -3.06 1.71


[3]
The following is a quantum chemistry calculation of a structure of composition C27H34N4O3P2Pt, from the OMol25 dataset.

## Properties
HOMO-LUMO gap = 7.325 eV
Energy relative to the best compared isomer or geometry (same formula, charge and spin) = 118.21 kJ/mol
Total charge = +2
DFT total energy = -62465.5138 eV
F_max = 0.54 eV/Å

Atoms and positions in Å:
Pt1 -0.06 0.14 1.18
N1 0.63 -1.12 2.68
C1 0.26 -2.60 2.68
C2 -1.04 -2.93 1.99
C3 -0.94 -2.59 0.51
O1 -0.20 -3.28 -0.22
O2 -1.52 -1.51 0.15
H1 1.64 -1.07 2.76
H2 0.30 -0.71 3.55
H3 0.23 -2.92 3.72
H4 1.06 -3.13 2.19
H5 -1.90 -2.42 2.43
H6 -1.17 -4.01 2.11
O3 -0.79 1.41 -0.28
P1 -1.92 2.33 0.28
C4 -2.19 3.65 -0.86
C5 -3.39 4.36 -0.81
C6 -3.60 5.42 -1.68
C7 -2.61 5.77 -2.59
C8 -1.42 5.06 -2.65
C9 -1.20 4.00 -1.78
C10 -3.44 1.45 0.58
C11 -4.31 1.86 1.60
C12 -5.53 1.22 1.75
C13 -5.88 0.19 0.89
C14 -5.02 -0.21 -0.12
C15 -3.79 0.42 -0.29
C16 -1.31 2.81 1.90
C17 -0.67 4.00 2.17
C18 -0.04 4.17 3.40
C19 -0.04 3.15 4.34
C20 -0.68 1.95 4.07
C21 -1.32 1.77 2.85
H7 -4.17 4.08 -0.11
H8 -4.53 5.97 -1.65
H9 -2.78 6.59 -3.27
H10 -0.66 5.33 -3.37
H11 -0.27 3.44 -1.81
H12 -4.04 2.67 2.27
H13 -6.21 1.53 2.53
H14 -6.83 -0.31 1.01
H15 -5.29 -1.02 -0.78
H16 -3.11 0.10 -1.06
H17 -0.66 4.80 1.44
H18 0.45 5.11 3.63
H19 0.44 3.30 5.30
H20 -0.72 1.17 4.83
H21 -1.95 0.89 2.67
C22 2.70 -0.10 -3.17
N2 1.67 -1.17 -2.86
C23 2.39 -2.45 -2.39
N3 3.26 -2.15 -1.30
C24 4.22 -1.11 -1.66
N4 3.54 0.13 -2.05
C25 2.88 0.81 -0.92
P2 1.58 -0.31 -0.24
C26 0.70 -0.70 -1.82
C27 2.55 -1.87 -0.06
H22 2.16 0.80 -3.46
H23 3.30 -0.46 -4.01
H24 1.15 -1.40 -3.72
H25 2.95 -2.82 -3.25
H26 1.61 -3.16 -2.09
H27 4.83 -1.45 -2.50
H28 4.88 -0.91 -0.81
H29 2.44 1.75 -1.25
H30 3.62 1.04 -0.16
H31 0.19 0.20 -2.18
H32 -0.03 -1.47 -1.60
H33 1.85 -2.68 0.14
H34 3.27 -1.79 0.76


[4]
The following is a quantum chemistry calculation of a structure of composition C27H35AuN4SSiTe in a non-equilibrium geometry, from the OMol25 dataset.

## Properties
HOMO-LUMO gap = 7.550 eV
DFT total energy = -64227.6309 eV
F_max = 1.04 eV/Å

Atoms and positions in Å:
Au1 -1.68 0.36 0.27
C1 -2.25 -4.81 -4.24
Si1 -2.88 -3.07 -4.06
C2 -4.44 -3.09 -3.06
C3 -3.30 -2.38 -5.74
C4 -1.45 -2.03 -3.41
C5 -0.39 -1.88 -4.29
C6 0.73 -1.13 -3.97
C7 0.74 -0.52 -2.73
N1 -0.25 -0.64 -1.85
C8 -1.33 -1.39 -2.16
S1 -2.55 -1.51 -0.88
H1 -3.02 -5.47 -4.67
H2 -1.97 -5.20 -3.26
H3 -1.37 -4.85 -4.89
H4 -5.18 -3.70 -3.61
H5 -4.84 -2.09 -2.93
H6 -4.29 -3.53 -2.07
H7 -4.09 -2.98 -6.21
H8 -2.45 -2.36 -6.42
H9 -3.68 -1.36 -5.63
H10 -0.42 -2.36 -5.27
H11 1.56 -1.02 -4.66
H12 1.58 0.10 -2.42
Te1 0.06 -1.51 2.15
C9 0.90 -2.34 3.90
C10 0.82 -1.67 5.12
C11 1.38 -2.22 6.27
C12 2.01 -3.46 6.20
C13 2.08 -4.14 4.99
C14 1.53 -3.59 3.84
C15 1.90 -0.64 1.57
C16 2.49 -1.01 0.36
C17 3.74 -0.52 0.01
C18 4.42 0.33 0.87
C19 3.83 0.72 2.07
C20 2.57 0.25 2.41
H13 0.32 -0.71 5.18
H14 1.31 -1.70 7.21
H15 2.44 -3.89 7.09
H16 2.57 -5.10 4.94
H17 1.59 -4.12 2.90
H18 1.97 -1.70 -0.30
H19 4.20 -0.83 -0.93
H20 5.41 0.69 0.61
H21 4.36 1.39 2.74
H22 2.12 0.55 3.34
C21 2.15 4.25 0.86
C22 1.94 3.09 -0.09
N2 0.73 2.41 0.31
C23 -0.41 3.08 0.64
N3 -1.53 2.41 0.73
C24 -2.77 3.11 1.04
C25 -2.72 4.55 0.57
C26 -1.50 5.21 1.17
N4 -0.31 4.42 0.88
C27 0.95 5.16 0.77
H23 3.05 4.81 0.61
H24 2.26 3.87 1.87
H25 2.76 2.38 -0.03
H26 1.88 3.46 -1.12
H27 0.58 1.46 0.02
H28 -2.96 3.08 2.12
H29 -3.59 2.58 0.57
H30 -3.62 5.09 0.85
H31 -2.64 4.56 -0.52
H32 -1.62 5.33 2.25
H33 -1.34 6.20 0.75
H34 0.97 5.90 1.57
H35 0.96 5.71 -0.18


[5]
The following is a quantum chemistry calculation of a structure of composition C27H35BF4N4P2Ti in a non-equilibrium geometry, from the OMol25 dataset.

## Properties
HOMO-LUMO gap (alpha / beta) = 5.835 / 7.646 eV
Energy relative to the best compared isomer or geometry (same formula, charge and spin) = 357.10 kJ/mol
2S+1 = 3
DFT total energy = -87765.3005 eV
F_max = 3.36 eV/Å

Atoms and positions in Å:
Ti1 -0.83 -1.34 0.83
C1 -4.81 -5.32 1.46
C2 -5.15 -4.82 0.27
C3 -6.34 -3.96 -0.02
C4 -6.83 -2.95 1.04
C5 -5.83 -2.22 1.89
C6 -4.92 -2.74 2.74
C7 -5.25 -3.95 3.55
C8 -5.62 -5.21 2.72
C9 0.10 0.18 2.09
H1 -3.91 -5.93 1.56
H2 -4.68 -5.23 -0.64
H3 -7.20 -4.61 -0.26
H4 -6.14 -3.43 -0.96
H5 -7.41 -2.18 0.49
H6 -7.57 -3.46 1.67
H7 -6.03 -1.14 1.93
H8 -3.99 -2.23 2.98
H9 -6.11 -3.73 4.22
H10 -4.40 -4.19 4.21
H11 -5.46 -6.10 3.34
H12 -6.69 -5.18 2.49
H13 1.06 -0.38 2.18
H14 -0.26 0.43 3.09
H15 0.30 1.08 1.50
P1 -2.75 0.22 0.93
P2 -1.89 -1.78 -1.29
N1 -3.37 0.51 2.59
N2 -2.89 1.97 0.41
N3 -1.60 -3.31 -0.29
N4 -1.37 -2.44 -2.80
C10 -4.08 -0.60 -0.04
C11 -3.67 -1.41 -1.30
C12 -2.69 0.06 3.72
C13 -3.37 0.46 4.86
C14 -4.55 1.13 4.43
C15 -4.53 1.15 3.04
C16 -2.21 3.04 1.00
C17 -2.62 4.22 0.38
C18 -3.61 3.88 -0.60
C19 -3.76 2.50 -0.55
C20 -0.76 -3.40 0.92
C21 -0.98 -4.73 1.41
C22 -1.77 -5.41 0.50
C23 -2.17 -4.52 -0.51
C24 -1.80 -3.53 -3.58
C25 -1.05 -3.56 -4.75
C26 -0.15 -2.43 -4.72
C27 -0.36 -1.77 -3.52
H16 -4.82 0.16 -0.31
H17 -4.57 -1.30 0.65
H18 -4.21 -2.37 -1.38
H19 -3.86 -0.85 -2.23
H20 -1.78 -0.52 3.63
H21 -3.04 0.28 5.87
H22 -5.33 1.52 5.07
H23 -5.25 1.56 2.34
H24 -1.48 2.87 1.78
H25 -2.25 5.20 0.60
H26 -4.14 4.55 -1.26
H27 -4.38 1.85 -1.14
H28 0.31 -3.10 0.74
H29 -0.55 -5.09 2.33
H30 -2.06 -6.46 0.53
H31 -2.78 -4.69 -1.38
H32 -2.60 -4.16 -3.24
H33 -1.12 -4.29 -5.55
H34 0.54 -2.14 -5.49
H35 0.09 -0.89 -3.09
F1 0.58 -1.02 -0.33
B1 3.25 1.39 -1.22
F2 3.14 0.05 -1.12
F3 3.57 1.97 -2.39
F4 3.06 2.14 -0.11


[6]
The following is a quantum chemistry calculation of a structure of composition C27H35Br2ClF3I2N2O7S in a non-equilibrium geometry, from the OMol25 dataset.

## Properties
HOMO-LUMO gap = 5.827 eV
Total charge = +1
DFT total energy = -233663.1184 eV
F_max = 1.61 eV/Å

Atoms and positions in Å:
C1 6.76 0.95 0.79
C2 5.71 1.55 -0.20
C3 4.99 2.68 0.47
O1 5.47 3.75 0.69
O2 3.70 2.37 0.88
C4 2.70 3.31 0.48
C5 1.56 2.60 -0.24
C6 0.53 1.75 0.54
Br1 1.03 1.78 2.46
N1 -0.79 2.59 0.55
I1 -0.60 4.38 1.70
C7 -2.09 1.81 0.78
I2 -3.59 3.36 0.37
C8 -2.38 1.38 2.27
Cl1 -4.16 1.37 2.57
C9 -1.83 0.02 2.76
C10 -2.55 -0.52 4.01
C11 -2.14 0.71 -0.30
C12 -3.39 -0.17 -0.17
C13 -3.31 -1.45 -1.00
C14 -4.63 -2.25 -0.90
C15 -4.45 -3.73 -0.58
S1 -3.30 -4.56 -1.68
O3 -3.77 -5.88 -1.95
O4 -3.04 -3.72 -2.81
O5 -1.95 -4.69 -0.81
C16 -2.04 1.21 -1.79
C17 -3.21 1.80 -2.57
O6 -3.26 2.95 -2.84
Br2 -4.58 0.66 -3.31
O7 -1.05 -0.18 -0.08
C18 0.32 0.26 0.01
C19 0.85 0.07 -1.46
C20 2.31 -0.32 -1.70
C21 2.69 -0.32 -3.15
F1 2.79 -1.55 -3.72
C22 3.04 0.75 -3.89
F2 4.17 0.90 -4.52
F3 2.24 1.80 -4.04
C23 1.02 -0.82 0.84
C24 0.37 -2.01 1.13
C25 1.06 -2.96 1.87
C26 2.35 -2.69 2.28
N2 3.02 -1.57 1.98
C27 2.33 -0.68 1.27
H1 6.66 1.37 1.78
H2 6.65 -0.13 0.86
H3 7.77 1.16 0.45
H4 5.02 0.75 -0.46
H5 6.21 1.91 -1.09
H6 3.16 3.94 -0.28
H7 2.42 4.00 1.27
H8 2.06 2.03 -1.01
H9 1.05 3.39 -0.80
H10 -0.92 3.03 -0.37
H11 -2.03 2.13 2.97
H12 -1.89 -0.76 2.02
H13 -0.80 0.10 3.07
H14 -1.86 -1.24 4.47
H15 -3.45 -1.09 3.77
H16 -2.73 0.24 4.77
H17 -4.29 0.41 -0.38
H18 -3.51 -0.50 0.86
H19 -3.14 -1.27 -2.05
H20 -2.48 -2.05 -0.64
H21 -5.30 -1.78 -0.18
H22 -5.13 -2.20 -1.87
H23 -5.38 -4.29 -0.65
H24 -4.07 -3.83 0.45
H25 -2.10 -4.26 0.04
H26 -1.24 1.93 -1.96
H27 -1.71 0.32 -2.33
H28 0.21 -0.66 -1.96
H29 0.67 1.00 -2.00
H30 2.52 -1.34 -1.35
H31 3.02 0.32 -1.19
H32 -0.64 -2.23 0.81
H33 0.59 -3.90 2.14
H34 2.88 -3.42 2.87
H35 2.87 0.22 1.01